DFT (the ωB97M-V functional and the def2-TZVPD basis) results for a cluster of 2 separate species, C2H2Cl6 in total in a non-equilibrium geometry.

* total charge: -1
* spin multiplicity: 2
* ΔE to the lowest compared entry with this formula, charge and spin: 0.0 kJ/mol
* electronic energy: -77240.067 eV
* frontier orbital gap (alpha / beta): 2.24 / 8.87 eV
* ⟨S²⟩: 0.7524

```
10
Properties=species:S:1:pos:R:3:forces:R:3:lowdin_charge:R:1
C 14.390 16.791 -18.356 0.3 -0.8 -0.7 -1.5955
Cl 12.909 17.425 -17.671 -2.2 0.6 1.7 0.2947
Cl 15.883 17.643 -17.850 2.0 0.9 1.0 0.2099
Cl 14.190 17.017 -20.128 0.0 -0.4 -1.9 0.2373
H 14.518 15.739 -18.102 -0.1 -0.2 -0.1 -0.0202
C 10.306 19.430 -19.593 0.1 0.3 0.3 -1.5712
Cl 8.693 19.239 -20.249 -0.4 -0.3 -0.6 0.4885
Cl 10.161 20.671 -18.323 0.4 -0.2 0.1 0.4660
Cl 11.484 19.914 -20.806 -0.1 -0.1 0.1 0.5135
H 10.610 18.473 -19.168 0.1 0.3 0.1 -0.0231
```
Forces are in eV/Å.



DFT (the ωB97M-V functional and the def2-TZVPD basis) results for a structure of composition C2H2Cl6 in a non-equilibrium geometry.

* total charge: 0
* ΔE to the lowest compared entry with this formula, charge and spin: 246.2 kJ/mol
* electronic energy: -77238.281 eV
* frontier orbital gap: 10.93 eV

```
10
Properties=species:S:1:pos:R:3:forces:R:3:lowdin_charge:R:1
C 0.745 1.410 -0.425 2.1 1.9 -1.5 -1.5560
Cl -0.439 2.607 0.276 1.4 0.9 -0.6 0.4833
Cl 2.364 2.165 -0.607 -0.6 -0.1 0.0 0.5032
Cl 0.164 0.852 -2.062 1.1 0.8 0.1 0.4701
H 0.818 0.551 0.242 1.2 1.0 -0.5 -0.0935
C -0.789 -1.586 0.435 -0.8 0.4 0.4 -1.3683
Cl -1.163 -2.194 2.103 0.1 0.5 -1.0 0.5000
Cl 0.867 -2.005 0.012 -0.2 0.0 -0.1 0.5722
Cl -1.052 0.204 0.287 -4.8 -5.0 2.9 0.4646
H -1.516 -2.004 -0.261 0.4 -0.4 0.2 0.0244
```
Forces are in eV/Å.



DFT (the ωB97M-V functional and the def2-TZVPD basis) results for a cluster of 2 separate species, C2H2ClF2I in total in a non-equilibrium geometry.

* total charge: 0
* ΔE to the lowest compared entry with this formula, charge and spin: 394.9 kJ/mol
* electronic energy: -28160.093 eV
* frontier orbital gap (alpha / beta): 8.64 / 8.20 eV

```
8
Properties=species:S:1:pos:R:3:forces:R:3:lowdin_charge:R:1
C -0.653 0.979 1.089 -0.9 -1.5 -0.1 -0.0203
C 0.813 -0.790 -0.893 0.9 -0.7 1.6 -1.3123
F -1.847 0.744 0.462 0.8 0.9 0.2 -0.1628
F 1.043 -1.827 -0.011 -0.4 0.9 -0.9 -0.1652
Cl 2.316 -0.276 -1.551 -0.4 0.0 -0.1 0.5910
I -0.895 -0.989 -1.971 -0.2 -0.2 -0.6 0.9356
H -0.551 0.178 1.838 0.6 0.9 -0.2 0.0702
H -0.226 1.981 1.037 -0.3 -0.4 0.0 0.0638
```
Forces are in eV/Å.



DFT (the ωB97M-V functional and the def2-TZVPD basis) results for an isolated molecule of C2H2ClF3 in a non-equilibrium geometry.

* structure (SMILES): FCC(F)(F)Cl
* total charge: 0
* ΔE to the lowest compared entry with this formula, charge and spin: 96.5 kJ/mol
* electronic energy: -22780.718 eV
* frontier orbital gap: 12.99 eV

```
8
Properties=species:S:1:pos:R:3:forces:R:3:lowdin_charge:R:1
C -0.775 -0.056 -0.083 -2.2 1.7 -2.7 -0.1720
C 0.643 0.005 0.169 2.9 -1.0 -0.7 -0.9295
H -0.782 -0.125 -1.202 -0.6 -0.2 0.9 0.1584
H -1.116 -0.939 0.384 -0.8 -0.9 0.5 0.1314
F -1.549 1.053 0.228 0.5 -0.5 0.5 -0.0282
F 1.020 -0.694 1.227 0.1 0.6 2.1 0.0759
F 1.151 -0.844 -0.803 0.3 0.8 -0.8 0.0068
Cl 1.410 1.599 0.079 -0.3 -0.6 0.1 0.7573
```
Forces are in eV/Å.



- ΔE to the lowest compared entry with this formula, charge and spin of number 2 (C2H2Cl6)?
  246.2 kJ/mol



- Which formula does entry 4 have?
  C2H2ClF3



- Which value of electronic energy does entry 1 give?
  -77240.067 eV